1.
This record from OMol25 describes a molecular structure, C35H36CoFN6O6Se at a distorted geometry. The level of theory is ωB97M-V with the def2-TZVPD basis set.

Properties
- frontier orbital gap (spin up / spin down) (eV) = 7.234 / 7.293
- LUMO energy (spin up / spin down) (Ha) = -0.0244 / -0.0215

Element x y z (Å)
Co1 0.34 0.24 -0.36
O1 -1.46 0.55 -0.25
C1 -1.85 1.80 -0.29
C2 -3.03 2.13 -0.98
C3 -3.47 3.44 -1.03
C4 -2.78 4.46 -0.38
C5 -1.64 4.15 0.33
C6 -1.16 2.84 0.39
C7 -0.04 2.48 1.22
N1 0.51 1.33 1.14
N2 1.37 0.88 2.12
C8 1.39 -0.41 1.99
O2 0.76 -1.05 1.06
C9 2.18 -1.20 2.97
C10 3.44 -0.77 3.36
C11 4.20 -1.54 4.24
C12 3.69 -2.74 4.72
C13 2.42 -3.16 4.33
C14 1.67 -2.40 3.46
H1 -3.57 1.34 -1.48
H2 -4.38 3.67 -1.58
H3 -3.14 5.48 -0.42
H4 -1.10 4.92 0.87
H5 0.29 3.13 2.02
H6 3.82 0.17 2.98
H7 5.18 -1.21 4.53
H8 4.28 -3.34 5.40
H9 2.02 -4.09 4.72
H10 0.69 -2.73 3.14
C15 3.93 -2.89 -6.26
C16 4.35 -2.19 -4.97
C17 3.42 -1.05 -4.57
C18 2.02 -1.49 -4.15
N3 2.04 -2.39 -2.99
C19 2.39 -2.05 -1.73
Se1 2.76 -0.31 -1.15
N4 2.36 -3.17 -0.98
C20 2.80 -3.29 0.41
C21 4.12 -4.05 0.51
C22 5.31 -3.30 -0.10
C23 5.75 -2.10 0.73
C24 1.92 -4.23 -1.75
C25 1.68 -5.56 -1.43
C26 1.22 -6.38 -2.44
C27 1.01 -5.88 -3.74
C28 1.25 -4.56 -4.05
C29 1.71 -3.74 -3.03
H11 4.68 -3.63 -6.57
H12 3.81 -2.17 -7.08
H13 2.99 -3.43 -6.16
H14 5.36 -1.79 -5.09
H15 4.41 -2.92 -4.16
H16 3.29 -0.35 -5.40
H17 3.86 -0.48 -3.75
H18 1.56 -2.05 -4.96
H19 1.38 -0.65 -3.92
H20 2.01 -3.79 0.97
H21 2.89 -2.29 0.80
H22 4.02 -5.03 0.04
H23 4.31 -4.23 1.58
H24 5.05 -2.98 -1.11
H25 6.14 -4.00 -0.21
H26 4.97 -1.33 0.76
H27 6.65 -1.65 0.31
H28 5.97 -2.40 1.76
H29 1.83 -5.94 -0.43
H30 1.01 -7.42 -2.24
H31 0.64 -6.55 -4.50
H32 1.07 -4.19 -5.05
F1 -3.91 1.20 -5.00
C30 -2.60 1.20 -5.28
C31 -1.73 1.82 -4.49
N5 -0.37 1.84 -4.77
C32 0.53 2.34 -3.74
C33 0.47 1.50 -2.48
O3 0.95 1.95 -1.42
O4 -0.05 0.36 -2.52
C34 0.15 1.18 -5.85
O5 1.34 1.12 -6.10
N6 -0.79 0.58 -6.66
C35 -2.17 0.48 -6.47
O6 -2.88 -0.13 -7.23
H33 -2.04 2.33 -3.59
H34 0.29 3.38 -3.50
H35 1.54 2.31 -4.13
H36 -0.42 0.11 -7.48

Mulliken population analysis, charges in e, atoms 1 to 2: atom 1 (Co): -0.1466, atom 2 (O): -0.9035


2.
This record from OMol25 describes a molecular structure, C35H36GeMnN3O4Se at a distorted geometry. The level of theory is ωB97M-V with the def2-TZVPD basis set.

Properties
- frontier orbital gap (spin up / spin down) (eV) = 6.089 / 6.648
- 2S+1 = 4
- ⟨S²⟩ = 3.85
- net charge = -1
- LUMO energy (spin up / spin down) (Ha) = 0.0932 / 0.0931

Element x y z (Å)
Mn1 -0.11 -0.76 1.70
C1 -2.09 -2.66 2.93
N1 -2.17 -1.86 1.73
C2 -3.28 -0.89 1.81
C3 -2.02 -2.58 0.48
C4 -3.02 -3.32 -0.13
C5 -2.78 -3.98 -1.37
C6 -1.55 -3.86 -1.99
C7 -0.54 -3.13 -1.39
C8 -0.73 -2.56 -0.13
N2 0.35 -2.17 0.65
C9 1.53 -2.97 0.82
C10 1.44 -4.35 0.77
C11 2.47 -5.15 1.32
C12 3.53 -4.60 2.01
C13 3.68 -3.22 2.08
C14 2.75 -2.42 1.32
N3 3.11 -1.11 0.95
C15 2.76 -0.56 -0.38
C16 3.81 -0.31 1.75
H1 -3.08 -2.97 3.25
H2 -1.60 -2.00 3.69
H3 -1.49 -3.52 2.70
H4 -4.19 -1.21 1.25
H5 -3.03 0.14 1.46
H6 -3.53 -0.78 2.85
H7 -3.99 -3.28 0.36
H8 -3.62 -4.47 -1.84
H9 -1.47 -4.33 -2.99
H10 0.36 -3.05 -1.99
H11 0.66 -4.88 0.18
H12 2.35 -6.24 1.30
H13 4.31 -5.23 2.42
H14 4.53 -2.72 2.64
H15 3.66 -0.30 -0.97
H16 2.18 0.35 -0.20
H17 2.11 -1.30 -0.92
H18 4.49 -0.72 2.48
H19 2.89 0.11 3.58
H20 3.94 0.75 1.46
C17 -0.36 1.11 1.08
Ge1 -0.41 2.12 -0.59
C18 0.73 1.64 -2.14
C19 0.53 0.50 -2.96
C20 0.97 0.48 -4.26
C21 1.80 1.43 -4.73
C22 2.21 2.47 -3.87
C23 1.65 2.58 -2.56
C24 0.12 3.94 -0.07
C25 -0.27 5.13 -0.76
C26 0.03 6.36 -0.15
C27 0.80 6.44 1.02
C28 1.23 5.27 1.63
C29 0.93 4.02 1.04
C30 -2.22 2.00 -1.47
C31 -3.10 3.08 -1.35
C32 -4.12 3.24 -2.29
C33 -4.46 2.21 -3.19
C34 -3.69 1.06 -3.19
C35 -2.58 0.95 -2.29
H21 -0.42 1.89 1.84
H22 -0.01 -0.40 -2.57
H23 0.72 -0.40 -4.91
H24 2.14 1.32 -5.78
H25 2.99 3.11 -4.27
H26 2.04 3.38 -1.89
H27 -0.79 5.07 -1.70
H28 -0.33 7.27 -0.68
H29 1.10 7.40 1.34
H30 1.81 5.34 2.54
H31 1.28 3.14 1.53
H32 -2.95 3.82 -0.57
H33 -4.73 4.13 -2.28
H34 -5.23 2.26 -3.94
H35 -4.02 0.16 -3.74
H36 -2.05 0.03 -2.25
O1 2.41 0.12 4.42
Se1 1.19 -1.17 4.57
O2 0.63 -1.17 6.12
O3 -0.11 -0.59 3.67
O4 1.86 -2.60 3.97

Mulliken population analysis, charges in e, atoms 1 to 2: atom 1 (Mn): -0.6513, atom 2 (C): -1.2521


3.
This record from OMol25 describes a molecular structure, C35H36MoN7O2Sb. The level of theory is ωB97M-V with the def2-TZVPD basis set.

Properties
- frontier orbital gap (spin up / spin down) (eV) = 6.277 / 6.210
- net charge = +2
- LUMO energy (spin up / spin down) (Ha) = -0.2569 / -0.2602

Element x y z (Å)
Mo1 -0.19 -0.38 0.21
O1 1.96 0.05 3.61
C1 1.25 0.33 2.69
N1 1.45 -0.03 1.34
C2 2.74 -0.17 0.87
C3 3.94 0.09 1.56
C4 5.12 -0.07 0.89
C5 5.14 -0.50 -0.45
C6 3.98 -0.76 -1.14
C7 2.76 -0.59 -0.47
N2 1.46 -0.81 -0.93
C8 1.28 -1.34 -2.22
O2 2.09 -1.32 -3.11
C9 -0.03 -2.01 -2.37
C10 -0.30 -2.78 -3.49
C11 -1.48 -3.51 -3.52
C12 -2.32 -3.45 -2.42
C13 -1.98 -2.63 -1.35
N3 -0.87 -1.90 -1.33
C14 0.05 1.21 2.81
C15 -0.18 1.97 3.94
C16 -1.24 2.86 3.92
C17 -2.00 2.96 2.77
C18 -1.71 2.14 1.69
N4 -0.70 1.27 1.71
H1 3.93 0.40 2.59
H2 6.05 0.13 1.40
H3 6.09 -0.62 -0.95
H4 4.02 -1.08 -2.17
H5 0.43 -2.81 -4.28
H6 -1.72 -4.14 -4.37
H7 -3.23 -4.03 -2.37
H8 -2.63 -2.59 -0.49
H9 0.48 1.85 4.79
H10 -1.45 3.49 4.78
H11 -2.82 3.66 2.70
H12 -2.31 2.19 0.79
C19 2.14 -4.12 3.63
C20 1.08 -3.61 4.37
C21 0.12 -2.84 3.75
C22 0.24 -2.57 2.38
C23 1.30 -3.08 1.64
C24 2.25 -3.87 2.27
N5 -0.73 -1.75 1.72
N6 -1.89 -1.84 2.21
C25 -2.83 -1.10 1.51
C26 -4.17 -1.22 1.87
C27 -5.11 -0.59 1.08
C28 -4.70 0.10 -0.05
C29 -3.35 0.18 -0.33
N7 -2.42 -0.39 0.45
H13 2.89 -4.73 4.13
H14 1.00 -3.81 5.43
H15 -0.71 -2.43 4.31
H16 1.38 -2.88 0.58
H17 3.07 -4.28 1.70
H18 -4.42 -1.81 2.74
H19 -6.17 -0.67 1.33
H20 -5.41 0.58 -0.71
H21 -3.00 0.72 -1.20
C30 -2.41 1.68 -3.70
C31 -1.94 2.60 -2.57
Sb1 -0.20 1.83 -1.58
C32 1.13 1.69 -3.24
C33 1.29 3.01 -3.98
C34 0.53 3.57 -0.60
C35 1.92 3.37 0.01
H22 -3.32 2.07 -4.16
H23 -2.62 0.66 -3.36
H24 -1.66 1.61 -4.48
H25 -2.72 2.78 -1.83
H26 -1.65 3.57 -2.95
H27 0.75 0.91 -3.90
H28 2.09 1.33 -2.85
H29 0.34 3.40 -4.35
H30 1.94 2.88 -4.85
H31 1.74 3.78 -3.35
H32 -0.20 3.87 0.15
H33 0.54 4.36 -1.36
H34 1.89 2.64 0.82
H35 2.29 4.31 0.42
H36 2.64 3.03 -0.72

Mulliken population analysis, charges in e, atoms 1 to 2: atom 1 (Mo): -2.5155, atom 2 (O): -0.5553


4.
This record from OMol25 describes 2 unconnected molecules or ions with the total composition C35H36N2O5S at a distorted geometry. The level of theory is ωB97M-V with the def2-TZVPD basis set.

Properties
- frontier orbital gap (eV) = 3.832
- LUMO energy (Ha) = -0.0880

Element x y z (Å)
C1 -2.94 -0.04 7.45
C2 -3.18 0.76 6.18
N1 -2.61 0.04 5.04
C3 -2.35 0.75 3.87
C4 -3.04 1.96 3.57
C5 -2.71 2.70 2.45
C6 -1.61 2.32 1.63
C7 -1.28 3.07 0.46
C8 0.04 3.23 -0.04
C9 1.18 3.24 0.82
C10 2.45 3.44 0.31
C11 2.65 3.49 -1.08
N2 3.94 3.62 -1.65
C12 4.90 4.42 -0.90
C13 6.09 4.69 -1.82
O1 6.68 3.46 -2.26
C14 5.77 2.64 -3.00
C15 4.46 2.39 -2.26
C16 1.54 3.43 -1.95
C17 0.26 3.38 -1.44
C18 -0.89 1.13 1.98
C19 -1.31 0.32 3.01
C20 -2.75 -1.41 4.95
C21 -2.76 -2.11 6.31
O2 -3.45 -1.37 7.31
H1 -1.85 -0.03 7.67
H2 -3.51 0.39 8.29
H3 -4.27 0.92 6.05
H4 -2.68 1.73 6.26
H5 -3.86 2.28 4.21
H6 -3.25 3.61 2.21
H7 -2.10 3.40 -0.17
H8 1.03 3.15 1.90
H9 3.31 3.50 0.98
H10 4.42 5.37 -0.63
H11 5.26 3.90 0.01
H12 5.74 5.31 -2.68
H13 6.90 5.20 -1.27
H14 5.54 3.09 -3.98
H15 6.30 1.69 -3.13
H16 4.64 1.61 -1.49
H17 3.70 2.02 -2.97
H18 1.71 3.48 -3.03
H19 -0.61 3.42 -2.10
H20 -0.02 0.84 1.39
H21 -0.81 -0.62 3.21
H22 -3.69 -1.69 4.44
H23 -1.91 -1.81 4.36
H24 -3.31 -3.06 6.23
H25 -1.71 -2.30 6.61
C22 -3.11 5.33 -4.01
C23 -4.08 4.91 -3.10
C24 -3.91 5.18 -1.74
C25 -2.75 5.83 -1.30
S1 -2.54 6.18 0.45
C26 -2.86 7.84 0.53
C27 -3.92 8.37 1.35
O3 -4.74 9.20 0.91
C28 -3.98 7.87 2.77
C29 -2.81 7.45 3.43
C30 -2.86 7.03 4.76
C31 -4.08 7.05 5.46
C32 -5.25 7.45 4.80
C33 -5.19 7.89 3.47
O4 -3.58 5.41 1.09
O5 -1.14 5.92 0.75
C34 -1.77 6.23 -2.21
C35 -1.94 5.96 -3.57
H26 -3.26 5.14 -5.08
H27 -4.97 4.38 -3.42
H28 -4.67 4.89 -1.01
H29 -2.56 8.36 -0.38
H30 -1.86 7.48 2.90
H31 -1.94 6.70 5.25
H32 -4.11 6.74 6.50
H33 -6.21 7.45 5.32
H34 -6.08 8.25 2.95
H35 -0.87 6.74 -1.85
H36 -1.16 6.24 -4.28

Mulliken population analysis, charges in e, atoms 1 to 2: atom 1 (C): -0.7263, atom 2 (C): -0.5769


5.
This record from OMol25 describes a molecular structure, C35H36N8S3SbY at a distorted geometry. The level of theory is ωB97M-V with the def2-TZVPD basis set.

Properties
- frontier orbital gap (spin up / spin down) (eV) = 6.928 / 5.625
- 2S+1 = 2
- ⟨S²⟩ = 0.76
- net charge = -1
- LUMO energy (spin up / spin down) (Ha) = 0.0867 / 0.0352

Element x y z (Å)
Y1 1.08 -1.15 0.50
C1 -3.11 -6.21 2.18
C2 -2.65 -4.86 1.66
C3 -2.73 -4.53 0.31
C4 -2.28 -3.31 -0.15
C5 -1.75 -2.33 0.71
N1 -1.31 -1.09 0.21
C6 -2.21 -0.38 -0.55
C7 -3.61 -0.54 -0.37
C8 -4.56 0.16 -1.09
C9 -4.20 1.12 -2.03
C10 -5.21 1.92 -2.81
C11 -2.84 1.33 -2.19
C12 -1.86 0.60 -1.50
N2 -0.50 0.93 -1.84
C13 -0.07 1.41 -3.03
C14 1.25 1.75 -2.88
C15 1.54 1.46 -1.54
N3 0.49 0.95 -0.92
C16 -1.67 -2.68 2.06
C17 -2.11 -3.92 2.52
N4 -1.18 -1.75 3.02
C18 -1.67 -1.55 4.27
C19 -0.85 -0.64 4.89
C20 0.13 -0.34 3.92
N5 -0.08 -1.01 2.80
H1 -3.71 -6.73 1.43
H2 -3.71 -6.10 3.08
H3 -2.25 -6.85 2.43
H4 -3.12 -5.26 -0.40
H5 -2.31 -3.08 -1.21
H6 -3.95 -1.25 0.37
H7 -5.62 -0.02 -0.90
H8 -6.21 1.48 -2.71
H9 -4.97 1.94 -3.88
H10 -5.27 2.96 -2.47
H11 -2.52 2.11 -2.87
H12 -0.70 1.42 -3.90
H13 1.92 2.14 -3.64
H14 2.48 1.54 -1.01
H15 -1.98 -4.16 3.57
H16 -2.57 -2.05 4.61
H17 -0.93 -0.25 5.89
H18 0.99 0.30 4.01
S1 3.66 -1.19 4.20
Sb1 3.76 -2.35 2.21
S2 1.71 -3.47 1.80
S3 3.88 -0.78 0.43
C21 4.07 2.71 3.38
C22 3.43 3.18 2.08
N6 1.97 3.30 2.12
C23 1.39 4.55 2.58
C24 1.06 4.59 4.07
C25 1.19 2.21 1.86
C26 -0.30 2.41 1.74
N7 1.65 1.02 1.69
H19 5.15 2.62 3.25
H20 3.69 1.73 3.68
H21 3.89 3.43 4.19
H22 3.70 2.49 1.28
H23 3.82 4.16 1.80
H24 0.49 4.77 2.00
H25 2.10 5.34 2.35
H26 0.48 3.71 4.36
H27 0.47 5.48 4.31
H28 1.97 4.60 4.68
H29 -0.53 3.11 0.93
H30 -0.73 2.80 2.66
H31 -0.75 1.46 1.51
H32 2.66 0.92 1.82
N8 3.23 -0.23 -9.32
C27 2.98 -0.51 -8.23
C28 2.66 -0.87 -6.86
C29 3.49 -0.46 -5.81
C30 3.16 -0.77 -4.51
C31 1.99 -1.50 -4.22
C32 1.19 -1.93 -5.28
C33 1.52 -1.62 -6.59
C34 1.62 -1.73 -2.85
C35 1.30 -1.88 -1.68
H33 4.38 0.11 -6.03
H34 3.79 -0.47 -3.69
H35 0.31 -2.51 -5.06
H36 0.89 -1.95 -7.40

Mulliken population analysis, charges in e, atoms 1 to 2: atom 1 (Y): -0.2674, atom 2 (C): -1.5299


6.
This record from OMol25 describes a molecular structure, C35H36N9O3PrSe at a distorted geometry. The level of theory is ωB97M-V with the def2-TZVPD basis set.

Properties
- frontier orbital gap (spin up / spin down) (eV) = 4.240 / 4.276
- 2S+1 = 3
- ⟨S²⟩ = 2.00
- LUMO energy (spin up / spin down) (Ha) = -0.0656 / -0.0657

Element x y z (Å)
Pr1 1.49 -0.49 -1.14
N1 3.82 -1.42 -2.17
C1 4.76 -1.83 -1.13
C2 3.97 -2.28 0.15
O1 4.60 -2.44 1.21
N2 2.62 -2.45 0.00
C3 2.04 -3.76 -0.08
C4 0.66 -3.72 -0.90
O2 -0.06 -4.74 -0.86
O3 0.41 -2.57 -1.41
H1 3.32 -2.23 -2.51
H2 4.31 -0.95 -2.95
H3 5.40 -0.99 -0.88
H4 5.41 -2.67 -1.46
H5 1.88 -4.23 0.91
H6 2.79 -4.46 -0.63
C5 -3.98 1.12 3.78
C6 -4.56 0.08 2.87
C7 -5.95 -0.19 2.92
C8 -6.51 -1.31 2.28
C9 -5.66 -2.13 1.53
C10 -4.33 -1.82 1.31
C11 -3.78 -0.72 2.00
N3 -2.39 -0.44 1.86
C12 -1.60 -0.27 0.73
N4 -2.30 0.11 -0.42
C13 -2.07 -0.17 -1.76
C14 -0.96 -0.87 -2.22
C15 -1.28 -1.73 -3.27
C16 -2.41 -1.58 -4.07
C17 -3.33 -0.62 -3.78
C18 -3.15 0.17 -2.64
C19 -4.11 1.27 -2.22
N5 -0.27 -0.33 0.79
C20 0.29 -0.66 2.03
C21 0.19 -1.99 2.53
C22 0.53 -2.29 3.86
C23 0.94 -1.28 4.73
C24 1.04 0.02 4.25
C25 0.81 0.36 2.88
C26 0.96 1.79 2.40
H7 -4.78 1.64 4.32
H8 -3.44 1.89 3.20
H9 -3.28 0.66 4.49
H10 -6.59 0.42 3.52
H11 -7.59 -1.57 2.36
H12 -6.03 -3.12 1.21
H13 -3.70 -2.48 0.70
H14 -1.89 -0.44 2.75
H15 -3.25 0.31 -0.22
H16 -0.61 -2.58 -3.39
H17 -2.54 -2.37 -4.82
H18 -4.21 -0.46 -4.35
H19 -4.74 1.51 -3.07
H20 -3.59 2.20 -1.89
H21 -4.78 0.95 -1.41
H22 -0.11 -2.80 1.84
H23 0.48 -3.36 4.16
H24 1.14 -1.55 5.79
H25 1.14 0.87 4.92
H26 1.89 2.25 2.81
H27 0.12 2.44 2.80
H28 0.99 1.86 1.32
Se1 4.32 0.36 1.33
N6 3.30 1.18 -0.16
C27 3.45 2.48 -0.04
C28 2.79 3.51 -0.79
C29 2.89 4.82 -0.38
C30 3.70 5.23 0.69
C31 4.39 4.30 1.48
C32 4.23 2.93 1.15
N7 4.61 1.99 2.01
H29 2.08 3.20 -1.56
H30 2.31 5.58 -0.87
H31 3.78 6.29 0.87
H32 4.95 4.58 2.37
N8 2.34 1.84 -5.11
C33 1.02 1.47 -5.38
C34 0.63 0.72 -4.32
N9 1.66 0.61 -3.37
C35 2.67 1.37 -3.91
H33 2.94 2.33 -5.73
H34 0.52 1.78 -6.28
H35 -0.34 0.26 -4.09
H36 3.60 1.62 -3.46

Mulliken population analysis, charges in e, atoms 1 to 2: atom 1 (Pr): 0.4193, atom 2 (N): -0.3796